[1]
Below is a molecular structure, C49H46BrN4O7Re in a non-equilibrium geometry, with properties calculated with wB97M-V/def2-TZVPD.

```
108
Properties=species:S:1:pos:R:3:forces:R:3:lowdin_spin:R:1
O 4.62625 -1.79048 0.65914 -0.162 0.190 0.162 0.016
H -1.12692 2.49558 0.82410 0.203 -0.003 -0.080 0.001
H 1.73758 3.77749 5.98552 0.039 -0.002 -0.060 0.000
Re 2.20129 1.35947 1.62492 2.457 1.730 -0.657 1.772
H -6.32341 0.73430 -2.44617 0.043 0.040 -0.001 0.000
C 0.79155 -3.61457 -1.74510 -0.107 0.243 0.243 -0.004
C 3.82349 -1.08152 -4.17111 -0.027 -0.078 -0.006 0.082
C -0.94906 3.02700 3.65501 -0.363 0.046 -0.299 0.000
H 0.37309 2.03444 7.22378 0.090 -0.006 0.051 -0.002
H -4.57818 -2.67485 1.21535 0.032 -0.015 -0.003 0.000
H -4.94807 0.18932 -4.66218 0.006 0.044 0.029 0.003
N 2.54914 0.92190 -0.27928 -0.540 -0.289 -0.417 -0.001
H -2.84962 2.87674 0.75783 0.022 0.012 -0.024 0.000
C 3.39844 -0.13227 -0.55380 0.146 -0.408 0.005 0.014
H 1.85129 -0.63702 -4.91426 0.016 -0.011 0.046 0.002
H -1.09641 -2.86094 -0.96172 -0.042 -0.048 -0.094 0.000
H 5.49700 1.35170 -1.59317 0.001 0.043 0.027 0.000
N 0.31319 -0.92832 -1.32432 -0.671 0.505 -0.023 0.092
C 1.53019 1.38697 -2.48328 0.069 -0.376 0.240 0.005
H 2.96837 1.71545 -5.08650 0.037 0.078 -0.001 0.001
H -3.35731 -4.31093 2.60466 0.042 -0.023 0.065 0.000
H 3.67823 -2.87680 -5.18980 0.017 -0.002 0.030 -0.002
H -0.90794 4.11797 3.62970 0.029 0.023 0.008 0.000
H -3.00608 3.02055 3.14311 -0.033 -0.046 0.037 0.000
O 3.45687 -0.28952 1.82383 -0.681 0.701 0.306 0.076
C -1.58007 0.01567 -0.05558 -0.370 0.230 0.984 0.018
C -0.74404 -3.55358 -1.72368 0.107 -0.058 -0.043 -0.001
H 5.19068 0.83027 -3.94963 -0.038 -0.085 0.023 0.000
H 4.39841 2.74701 -4.95276 0.009 0.019 0.046 0.000
C -5.33563 0.81597 -0.55687 -0.102 0.008 0.050 -0.004
C -2.36198 1.03505 3.01785 -0.058 0.027 0.043 0.002
O 1.37124 0.05459 -4.43742 -0.336 0.185 -0.056 0.022
N 1.68627 1.37942 3.63237 -0.096 -0.706 1.216 0.019
H -1.15132 -3.24468 -2.68855 -0.031 -0.005 -0.005 0.000
C 3.81784 -0.61637 -1.72952 0.064 0.062 -0.129 -0.003
H 1.02570 2.12711 -3.08719 -0.018 0.041 0.060 0.001
H 4.49197 -1.46149 -1.66797 -0.049 -0.040 0.046 0.000
H -0.75367 -0.56292 -4.24011 0.305 -0.024 -0.122 0.004
C 1.85787 0.07189 -3.10961 0.158 -0.252 0.416 0.018
C -1.75742 -0.07890 -2.41811 0.019 0.079 -0.070 0.005
O 3.35029 4.44147 4.07768 -0.040 -0.122 -0.145 -0.002
H -1.88037 -3.76159 3.40757 0.084 0.009 0.008 0.000
C 2.31029 -2.97930 -3.54939 -0.111 0.080 0.100 0.128
C -2.85425 -0.19540 -4.55216 -0.005 -0.026 -0.103 0.000
O 1.22570 3.98405 -1.38440 -0.031 -0.126 0.296 0.013
H 1.06407 -4.55633 -2.22616 0.057 0.005 -0.005 0.000
H -4.19466 0.76688 1.26291 0.023 -0.029 0.048 0.000
H -1.68062 4.07012 1.33586 -0.025 0.007 -0.008 0.000
H -3.74918 -2.47192 3.94887 0.026 0.015 -0.024 0.000
C 1.88984 1.70034 -1.23295 -0.288 0.073 0.055 0.016
H 3.05913 2.95618 -3.82998 -0.043 -0.012 -0.016 0.000
C -2.02310 -0.08615 2.23102 -0.217 -0.051 0.064 0.009
H 5.54379 2.78170 -2.63021 -0.014 -0.011 0.002 0.000
H 4.13126 2.47473 -1.63380 0.009 0.036 0.008 0.000
O 1.50897 3.08153 0.64840 -0.305 -0.641 0.602 0.073
H -1.77716 -4.62990 1.88023 -0.094 -0.044 -0.055 0.000
H 0.00510 2.65569 3.29105 -0.519 0.132 -0.160 0.001
C 4.89667 1.99304 -2.23647 0.026 -0.078 -0.102 0.000
C 1.34202 -3.64641 -0.31274 0.006 -0.034 0.012 -0.001
C -2.44686 -2.58056 1.63986 -0.079 -0.059 0.149 0.000
C -1.68287 -0.31214 -3.76697 0.046 0.052 0.192 0.048
C 3.63499 2.21375 -4.38110 0.064 -0.167 -0.132 0.001
C 1.95239 2.54213 4.28754 0.603 -0.244 -0.118 -0.014
C -2.10092 2.52807 2.77258 0.278 0.031 -0.045 0.000
N -1.11314 -0.06561 1.13600 -0.190 -0.046 -0.487 0.106
C 1.50802 2.80976 5.56070 0.033 0.161 0.223 0.003
H 1.04110 -2.74802 0.23051 0.015 -0.022 0.002 0.002
C -2.58937 -1.35381 2.54239 0.097 -0.030 -0.072 0.004
C 4.31413 1.21969 -3.42368 -0.233 0.265 0.042 0.000
H 0.27030 -0.25185 6.20946 -0.054 -0.005 -0.067 0.001
H -2.76915 -0.37389 -5.61770 -0.020 0.005 0.016 -0.001
C 2.96290 3.40480 3.57224 -0.136 0.309 0.363 0.003
H 0.94994 -4.51912 0.21840 0.001 0.031 -0.001 -0.001
C 1.50262 -2.52403 -2.54995 0.073 -0.280 -0.072 -0.020
C 0.69755 0.58302 5.67394 -0.090 0.086 0.086 0.001
C -1.93349 3.00899 1.33202 0.010 -0.082 0.115 0.000
H 2.23947 -4.04083 -3.76168 0.050 -0.017 0.085 0.009
H -3.57553 -3.71648 0.18841 -0.020 0.027 0.001 0.000
C -5.38005 0.65136 -1.91697 -0.030 -0.007 -0.051 -0.003
Br 1.19043 -1.35752 3.69035 -0.329 0.139 -0.064 0.012
C 3.89091 -0.82253 0.71366 0.224 -0.248 -0.446 0.012
C 3.46276 -0.08062 -3.09662 -0.046 -0.174 0.209 0.008
H -3.64500 -1.98394 -0.11287 -0.020 0.054 -0.039 0.000
C -3.63208 -2.73589 0.66938 0.132 0.002 -0.006 0.000
C -4.14734 0.66130 0.19061 0.206 -0.056 0.017 -0.003
C -2.98067 0.35130 -0.46938 -0.270 0.010 -0.184 0.001
H -1.54047 -2.47572 1.04442 0.108 0.054 0.126 0.000
H 4.57976 -0.76819 -4.88361 -0.026 -0.020 0.000 0.005
H -1.08035 2.71016 4.69232 -0.008 0.019 -0.147 0.000
H -6.24762 1.04826 -0.01961 0.011 -0.006 -0.024 0.000
C -3.56424 -0.43457 4.55231 -0.031 0.086 0.006 0.000
C -3.02684 0.24078 -1.87154 0.131 -0.025 0.041 0.024
C -4.07484 0.12711 -4.02270 -0.025 -0.051 -0.129 0.045
C -0.81805 -0.25365 -1.29058 0.852 -0.233 -0.735 0.176
C 1.16468 0.39366 4.39060 0.096 -0.106 -0.234 -0.013
C 1.20174 -1.13443 -2.27866 0.079 0.461 -0.287 0.205
O 3.40293 2.86077 2.48295 -0.622 -1.008 -0.423 0.020
H -4.12310 -0.56539 5.47157 -0.015 0.002 -0.043 0.000
C -3.33532 -1.50136 3.70255 -0.031 -0.009 -0.009 0.001
H 2.43207 -3.69515 -0.30228 0.001 -0.007 0.001 0.000
C 3.28843 -2.29674 -4.35796 0.135 0.085 -0.117 0.005
H -1.14466 -4.54229 -1.48462 0.005 -0.001 -0.009 0.000
C -2.36005 -3.89594 2.43896 0.237 0.149 -0.006 0.000
C 1.50402 3.04967 -0.65556 -0.171 0.029 -0.471 0.011
C 0.80193 1.84080 6.25006 0.115 -0.090 -0.053 -0.023
C -3.10579 0.81214 4.18082 -0.052 -0.113 -0.015 0.000
H -3.35561 1.67075 4.79514 0.038 0.012 0.005 0.000
C -4.19626 0.35253 -2.63050 0.134 0.019 0.187 0.004
```
Positions in Å, forces in eV/Å.

Values from the calculation:
spin multiplicity	4
HOMO (alpha / beta)	-4.397 / -4.068	eV
HOMO-LUMO gap (alpha / beta)	5.793 / 5.183	eV
charge	-1
DFT total energy	-5292.88452	Eh
ΔE to the lowest compared entry with this formula, charge and spin	3.868	eV
LUMO energy (alpha / beta)	1.4 / 1.1	eV



[2]
Below is a molecular structure, C12H20N2O5SbSe4Tc, with properties calculated with wB97M-V/def2-TZVPD.

```
45
Properties=species:S:1:pos:R:3:forces:R:3:mulliken_charge:R:1
N -2.30536 0.05776 1.84390 -0.031 0.326 0.038 -0.170
C 2.03762 0.69732 1.92093 0.138 0.165 0.037 0.084
N -2.45097 -1.17073 1.15443 0.196 -0.237 -0.158 0.041
Sb -3.37296 2.68243 -3.56752 -0.079 0.452 -0.681 0.600
H -1.17727 -2.23346 3.36067 0.052 0.001 0.001 0.436
O 0.93499 -0.82236 -0.44774 -0.510 0.106 -0.312 -0.568
H 3.55540 -0.87448 1.57983 -0.021 -0.004 -0.044 0.670
C 2.18362 -1.11588 -0.01788 0.509 -0.158 0.213 -0.041
H 2.89841 1.27239 2.26068 -0.009 -0.043 -0.007 0.685
O 0.00862 1.51356 0.86268 -0.375 0.000 -0.328 -0.700
C 1.34417 1.54690 0.86000 0.502 0.055 0.087 -0.211
H 3.21641 -1.96165 3.78052 0.010 0.026 -0.009 0.483
H -2.77025 -1.69760 3.95625 -0.020 0.020 0.017 0.466
H -4.70923 -2.61763 0.89360 -0.013 0.005 -0.036 0.439
H -3.16854 -1.06103 0.43968 0.077 -0.011 0.011 0.288
Se -0.05993 2.15226 -1.96750 0.300 0.104 0.145 0.431
C 2.15975 -1.70648 3.74492 0.028 -0.074 -0.097 -0.863
Tc -0.59288 -0.34335 0.58909 -0.484 -0.059 0.560 1.422
H -1.05778 -3.38942 0.98307 0.002 -0.007 0.026 0.214
H -4.60552 -3.49325 2.41100 0.003 -0.009 0.005 0.439
O 0.42658 -0.84977 2.46003 -0.258 -0.021 0.078 -0.010
H 1.61313 -2.45835 4.31132 0.012 -0.016 -0.002 0.362
Se -3.54071 1.73098 -1.34843 0.426 -0.535 0.314 -0.138
C 1.09456 0.32207 3.06094 -0.092 0.156 0.034 -0.132
C -2.13552 -3.55234 1.07478 0.001 0.017 0.098 -1.481
H -2.28402 -4.51562 1.55929 -0.024 -0.028 -0.012 0.451
H -2.43332 -3.39603 3.77444 0.003 -0.011 0.007 0.537
H -4.77564 -1.74436 2.44346 -0.010 0.023 0.011 0.394
H -2.20343 -0.10700 2.84246 0.040 0.074 -0.014 0.235
H 2.73073 0.30175 4.46762 0.006 -0.017 0.026 0.403
C 1.64429 -1.64860 2.31799 0.119 -0.141 -0.066 -0.512
H 1.22372 -0.29970 5.14163 -0.033 0.016 -0.022 0.363
C -2.78844 -2.45301 1.90569 -0.088 -0.071 0.087 1.356
C -2.24702 -2.42117 3.32687 -0.018 -0.028 -0.072 -2.099
H 1.39181 -2.60653 1.86506 0.016 0.022 0.016 0.545
H 0.34701 1.07286 3.30326 0.016 -0.032 -0.027 0.745
C 2.49093 -0.71544 1.42437 0.121 -0.253 -0.206 0.169
C 1.83974 -0.28296 4.24571 0.041 0.131 -0.001 -1.023
C -4.30945 -2.57355 1.90858 0.051 -0.048 0.045 -1.761
H -3.03261 0.74378 1.65253 -0.007 -0.136 0.069 0.231
O 1.94671 2.20426 0.04935 -0.015 -0.073 0.259 -0.614
Se -0.96749 2.50832 -4.10259 -0.310 -0.007 -0.108 -0.201
H -2.56856 -3.61523 0.07593 -0.003 0.026 -0.042 0.383
O 2.93640 -1.72302 -0.71231 -0.010 0.121 0.126 -0.542
Se -1.45477 0.37181 -1.56342 -0.258 0.172 -0.064 0.194
```
Positions in Å, forces in eV/Å.

Values from the calculation:
HOMO	-14.690	eV
HOMO-LUMO gap	5.721	eV
charge	+2
DFT total energy	-10881.21916	Eh
LUMO energy	-9.0	eV



[3]
Below is 2 unconnected molecules or ions with the total composition C18H18N2 in a non-equilibrium geometry, with properties calculated with wB97M-V/def2-TZVPD.

```
38
Properties=species:S:1:pos:R:3:forces:R:3:nbo_charge:R:1
C -2.52172 0.35128 -0.93539 4.023 2.757 -2.199 -0.117
H -2.98365 3.15350 0.07150 -0.484 -0.176 -0.469 0.216
C 3.66276 -0.90328 0.67992 -1.939 1.705 0.406 -0.079
C -0.78414 1.67874 -1.66318 3.170 -1.277 -3.137 -0.006
H 4.78728 -2.63905 0.16361 -0.857 0.182 0.269 0.219
C 1.10069 -1.13581 0.73245 1.565 1.380 0.585 -0.169
C 4.44888 0.11514 1.03219 -5.386 2.558 1.170 -0.024
H -0.15414 0.27945 -3.26874 0.174 -0.178 -0.075 0.414
C -1.94195 -0.19546 -2.10184 0.491 -1.942 -1.336 0.191
H -0.87898 0.89071 2.32434 -2.959 1.302 1.513 0.189
C 1.18233 1.35259 2.24397 -1.108 -2.614 -1.790 -0.285
H -4.01961 0.18564 0.60489 0.480 -0.113 -0.612 0.215
H -1.32792 3.45521 0.50892 -0.452 -1.235 -0.912 0.216
H -1.87052 -1.82597 -3.39317 0.124 -1.184 -1.100 0.207
H -3.48751 -3.10893 -2.23989 -0.340 0.917 1.760 0.217
N 3.57445 1.25057 1.61778 3.266 -1.227 -0.713 -0.588
C 0.02353 0.57791 2.01796 3.647 0.274 -0.260 -0.171
C -1.67949 1.55841 -0.72204 -3.071 0.909 1.573 -0.087
C -3.89262 -1.53440 -0.67168 -1.456 0.925 2.340 -0.250
H 0.07341 2.37379 -1.73831 -0.940 -0.342 -0.021 0.215
C 2.30001 0.80521 1.59669 0.366 -0.011 0.529 0.235
C -2.39416 -1.47091 -2.55804 1.636 3.458 2.012 -0.240
H 5.36214 0.25221 1.33941 5.225 0.244 0.787 0.187
C 3.75662 -2.32889 0.49105 1.635 -3.165 -1.151 -0.630
H -2.15982 2.16666 1.18592 -0.609 -1.086 2.321 0.205
H 3.97238 1.99778 2.23573 -0.715 -1.315 -1.077 0.407
C -3.25325 -2.12255 -1.71455 -0.675 -3.110 -3.701 -0.222
H 3.59936 -2.82935 1.49108 -0.104 0.346 -1.118 0.232
H -4.72566 -1.92399 -0.04326 0.853 -0.446 -0.975 0.221
H -1.03749 -0.91092 1.16429 -0.010 -1.028 -0.394 0.220
C -2.06729 2.61714 0.26643 1.723 1.851 -0.472 -0.621
C -3.51164 -0.25558 -0.27332 -1.960 -1.023 1.587 -0.190
H 1.23069 2.22557 2.83443 -0.109 0.875 0.409 0.213
C 2.32623 -0.43766 0.93574 -2.475 -0.459 -0.054 -0.128
H 3.04430 -2.78816 -0.29529 0.993 0.942 1.394 0.224
N -0.85194 0.56580 -2.61866 -2.737 1.390 3.383 -0.583
C -0.01237 -0.61979 1.29898 -0.950 1.426 0.325 -0.259
H 1.06348 -1.98122 0.12865 -0.036 -1.512 -0.800 0.206
```
Positions in Å, forces in eV/Å.

Values from the calculation:
HOMO	-7.879	eV
HOMO-LUMO gap	8.759	eV
charge	0
structure (SMILES)	Cc1c[nH]c2ccccc12.Cc1c[nH]c2ccccc12
DFT total energy	-806.12158	Eh
ΔE to the lowest compared entry with this formula, charge and spin	3.405	eV
LUMO energy	0.9	eV